Computed, not measured: a structure of composition C25H29N2OS2SeSiTc, with ωB97M-V/def2-TZVPD.

Last column: Mulliken charge in e.
Cartesian coordinates (Å):
1 Tc 1.48611 1.34659 1.61107  -0.218
2 C -1.55679 2.18389 1.26397  -1.058
3 C -1.52839 0.82759 1.98267  1.053
4 N -0.28999 0.62539 2.72827  0.094
5 C -0.28369 1.09509 4.10907  -0.794
6 C -0.03979 2.59519 4.23337  -0.586
7 S 1.30071 3.20959 3.11027  -0.103
8 C 0.36841 4.41029 2.05927  -0.750
9 C 0.09221 3.88999 0.64677  -0.557
10 N -0.25959 2.47669 0.65827  0.473
11 H -1.80869 2.97579 1.97467  0.351
12 H -2.35059 2.15699 0.50717  0.415
13 H -1.59489 0.04239 1.22837  -1.345
14 H -2.40839 0.74999 2.63907  0.482
15 H -0.08989 -0.37321 2.72767  0.200
16 H 0.52911 0.57589 4.62667  0.402
17 H -1.22829 0.85069 4.62297  0.349
18 H 0.30821 2.81909 5.23937  0.539
19 H -0.93869 3.17589 4.04457  0.319
20 H 1.00531 5.29229 2.00717  0.502
21 H -0.54129 4.67599 2.59617  0.402
22 H 1.00631 3.99309 0.05617  0.220
23 H -0.69109 4.51249 0.18677  0.488
24 H -0.23049 2.09899 -0.28803  -0.377
25 S 3.71421 2.71759 -0.66083  -0.237
26 C 2.81531 2.08189 0.43837  0.288
27 Se 3.02441 0.11999 2.95237  -0.440
28 O 0.92661 -0.13991 0.32857  1.126
29 Si 0.52671 -1.08451 -0.86283  -1.483
30 C -1.16509 -1.81731 -0.33073  0.132
31 C -2.35899 -1.37131 -0.88733  0.374
32 C -3.58519 -1.82231 -0.43493  -0.929
33 C -3.64369 -2.72461 0.61237  -0.452
34 C -2.46829 -3.18841 1.17837  -0.849
35 C -1.24709 -2.74201 0.70507  -0.022
36 C 1.76101 -2.47471 -1.23213  0.655
37 C 1.94071 -2.96131 -2.52263  -0.352
38 C 2.79941 -4.01451 -2.77883  -0.668
39 C 3.49431 -4.61011 -1.73983  -0.481
40 C 3.35541 -4.11701 -0.45353  -0.648
41 C 2.50071 -3.05711 -0.20753  -0.326
42 C 0.14591 -0.15291 -2.47253  0.600
43 C 0.52811 1.16099 -2.71073  -0.141
44 C 0.15171 1.81789 -3.87033  -0.689
45 C -0.61909 1.16469 -4.81643  -0.648
46 C -0.99159 -0.15201 -4.60503  -0.834
47 C -0.60289 -0.80101 -3.44993  -0.207
48 H -2.33239 -0.64931 -1.69023  0.411
49 H -4.49599 -1.46861 -0.89693  0.405
50 H -4.59989 -3.06381 0.98387  0.394
51 H -2.50689 -3.90011 1.99057  0.423
52 H -0.33409 -3.10801 1.14927  0.431
53 H 1.41001 -2.50151 -3.34383  0.310
54 H 2.92681 -4.36891 -3.79313  0.400
55 H 4.15321 -5.44441 -1.93843  0.366
56 H 3.91861 -4.55631 0.35847  0.409
57 H 2.41581 -2.66031 0.79367  0.292
58 H 1.14721 1.66889 -1.98113  0.083
59 H 0.45631 2.84109 -4.04023  0.449
60 H -0.92599 1.67429 -5.71853  0.391
61 H -1.59189 -0.67321 -5.33643  0.418
62 H -0.89959 -1.82821 -3.28763  0.549

Atomic forces in eV per Å
Tc 2.7 -0.8 -1.6
C -0.4 -0.4 0.4
C -0.5 0.2 -0.4
N 0.0 -0.6 0.4
C 0.1 0.0 0.5
C 0.2 0.1 -0.1
S -0.5 -0.1 -0.4
C 0.2 -0.1 0.1
C 0.2 0.5 -0.1
N 0.4 -0.1 -0.1
H 0.1 0.0 -0.1
H 0.1 0.1 0.1
H 0.0 0.0 0.2
H 0.1 0.0 -0.1
H 0.1 0.0 0.1
H -0.1 0.0 -0.2
H 0.2 0.0 -0.1
H -0.1 0.0 0.1
H 0.0 0.1 0.0
H -0.1 0.1 0.0
H 0.1 0.1 0.0
H -0.2 0.0 0.0
H 0.1 -0.1 0.1
H 0.1 0.0 0.1
S 0.1 0.0 0.0
C -1.7 -0.7 1.4
Se -0.9 0.9 -0.4
O 0.3 1.2 0.8
Si -0.5 -0.6 -0.6
C 0.5 0.0 -0.5
C 0.0 0.2 -0.1
C -0.2 0.0 0.1
C -0.1 0.0 0.0
C 0.0 -0.1 0.2
C 0.1 0.0 0.0
C -0.4 0.5 0.1
C -0.1 0.1 -0.1
C 0.0 -0.1 -0.1
C 0.1 0.0 -0.1
C 0.1 -0.1 0.1
C 0.0 0.1 0.2
C 0.2 -0.4 0.4
C 0.1 0.0 0.2
C 0.0 0.2 -0.1
C 0.0 0.1 -0.1
C -0.1 -0.1 -0.2
C 0.0 0.0 -0.1
H -0.1 0.1 -0.1
H -0.1 0.1 0.0
H -0.1 -0.1 0.0
H 0.0 -0.1 0.1
H 0.2 -0.2 0.1
H 0.0 0.0 -0.1
H 0.0 0.0 0.0
H 0.1 0.0 0.0
H 0.0 0.0 0.0
H 0.0 0.0 0.2
H 0.1 0.1 0.1
H 0.1 0.1 0.0
H 0.0 0.1 -0.1
H 0.0 0.0 -0.1
H -0.1 -0.1 -0.1

## Properties
- Max |F|: 0.0625 Eh/bohr
- 2S+1: 1
- Molecular weight: 642.700 g/mol

=====

Computed, not measured: an isolated molecule of C6H10N2OS, with ωB97M-V/def2-TZVPD.

Last column: Mulliken charge in e.
Cartesian coordinates (Å):
1 C 1.10874 0.20560 -1.36144  0.077
2 C 0.60674 2.42888 -2.28460  0.442
3 C 1.28857 -0.92403 0.78535  -1.301
4 C 0.85952 -2.25321 -1.48883  -1.108
5 C -2.25014 3.18187 0.43630  -0.621
6 C 1.55545 -1.04309 -0.67686  0.428
7 N 0.99090 1.38194 -1.56900  -0.085
8 N -1.07318 2.66717 -0.16663  -0.252
9 O 1.07610 2.67413 -3.42183  -0.603
10 S -0.73632 3.31865 -1.59845  0.028
11 H 1.76310 -1.73881 1.42431  0.320
12 H 0.26979 -0.71466 1.10786  0.334
13 H 1.77565 -0.03572 1.17741  0.389
14 H -0.21914 -2.24114 -1.47957  0.349
15 H 1.36675 -3.11555 -0.90896  0.291
16 H 1.21091 -2.22420 -2.57845  0.344
17 H -2.13064 2.98409 1.56825  0.235
18 H -2.13832 4.22825 0.26501  0.275
19 H -3.14178 2.71961 -0.08983  0.238
20 H 2.59473 -1.18183 -0.99316  0.219

Atomic forces in eV per Å
C -0.7 0.5 -0.2
C 0.6 0.1 -2.4
C 1.2 -0.3 2.3
C 2.7 -0.2 0.9
C 0.0 -0.7 1.0
C -1.2 0.1 -2.9
N 1.0 -1.8 1.1
N 1.8 -1.6 -0.6
O -0.8 0.2 2.0
S -0.5 0.8 -0.2
H -0.9 0.6 -1.1
H -0.3 -0.6 -0.5
H 0.4 0.3 -0.2
H -0.2 -0.1 0.4
H -1.4 0.6 -1.4
H -0.4 -0.1 1.7
H -0.9 0.1 -1.8
H -1.2 1.3 0.3
H 0.6 0.7 1.1
H 0.2 0.3 0.7

## Properties
- Max |F|: 0.0616 Eh/bohr
- 2S+1: 1
- Molecular weight: 158.226 g/mol

=====

Computed, not measured: an isolated molecule of C2H3Cl2NO2, with ωB97M-V/def2-TZVPD.

Last column: Mulliken charge in e.
Cartesian coordinates (Å):
1 C -1.15960 -0.31127 0.09000  -1.146
2 C 0.28720 -0.40129 0.08127  0.364
3 N 0.95167 0.95027 -0.08725  0.951
4 O 0.24322 1.82640 -0.44858  -0.609
5 O 2.13005 1.09827 0.11386  -0.586
6 Cl 0.99742 -1.05393 1.51960  -0.080
7 Cl 1.05933 -1.40833 -1.41668  0.059
8 H -1.63480 -1.22444 -0.25814  0.357
9 H -1.41667 -0.04540 1.03978  0.365
10 H -1.45782 0.56972 -0.63385  0.326

Atomic forces in eV per Å
C -0.8 1.2 -4.1
C 0.5 4.2 3.4
N -0.2 -1.9 1.0
O -2.0 2.5 -1.4
O 1.4 -0.8 0.2
Cl 0.3 -1.0 -0.2
Cl 1.8 -2.7 -3.1
H -0.1 -0.2 0.2
H -1.4 0.6 2.6
H 0.5 -1.9 1.4

## Properties
- Max |F|: 0.1054 Eh/bohr
- ⟨S²⟩: 2.01
- 2S+1: 3
- Molecular weight: 143.957 g/mol

=====

The records above yield ΔE to the lowest compared entry with this formula, charge and spin values of 0.278 5.735 3.981 eV, respectively.